Entry 1:
{"formula": "C24H34N6O3P2RhSe", "method": "the ωB97M-V functional and the def2-TZVPD basis", "species": ["Rh", "C", "N", "C", "P", "O", "O", "P", "O", "N", "C", "C", "N", "C", "C", "N", "C", "C", "H", "H", "H", "H", "H", "H", "H", "H", "H", "H", "H", "H", "H", "H", "H", "H", "H", "H", "H", "H", "H", "H", "H", "H", "C", "C", "C", "C", "C", "C", "C", "C", "C", "C", "C", "C", "C", "C", "C", "N", "H", "H", "H", "H", "H", "H", "H", "H", "H", "H", "Se", "C", "N"], "positions_angstrom": [[0.29964, 0.01629, 0.05820], [0.24717, 3.56246, 2.72053], [0.24943, 3.86739, 1.28229], [1.58411, 4.08879, 0.69131], [-0.84912, 3.25445, 0.25977], [-0.46576, 2.09095, -0.60506], [-2.04679, 2.76505, 1.23854], [-2.33231, 1.21643, 1.59137], [-1.07736, 0.39539, 1.57622], [-3.42306, 0.64011, 0.52213], [-4.68681, 1.36754, 0.39415], [-3.02420, -0.04522, -0.70643], [-3.00776, 1.33240, 3.05471], [-2.96340, 0.15995, 3.93245], [-3.46799, 2.55918, 3.69798], [-1.39955, 4.47528, -0.65364], [-2.03420, 4.21408, -1.94569], [-1.76327, 5.76081, -0.05935], [0.89806, 4.28215, 3.21355], [0.61282, 2.55430, 2.93147], [-0.75421, 3.67849, 3.12748], [2.20285, 4.60693, 1.42008], [1.49735, 4.71954, -0.19454], [2.08148, 3.15925, 0.42474], [-5.00659, 1.74813, 1.36289], [-5.45611, 0.68741, 0.03013], [-4.59703, 2.20319, -0.30700], [-2.05182, -0.51992, -0.58243], [-2.98595, 0.64023, -1.55706], [-3.74019, -0.83936, -0.91984], [-2.75732, -0.74285, 3.36136], [-3.92904, 0.03873, 4.42385], [-2.18575, 0.27713, 4.68954], [-3.51799, 3.37881, 2.98777], [-2.79847, 2.84264, 4.51401], [-4.46458, 2.39645, 4.11128], [-1.79418, 3.21079, -2.28628], [-1.66536, 4.92710, -2.68389], [-3.11970, 4.32463, -1.87193], [-1.27153, 5.88573, 0.90202], [-2.84583, 5.83099, 0.07631], [-1.44255, 6.56957, -0.71674], [-0.41364, -3.92275, 1.51436], [0.47545, -4.66452, 0.75102], [1.24049, -4.03566, -0.22170], [1.11246, -2.66676, -0.41028], [0.23414, -1.91499, 0.36792], [-0.53183, -2.54706, 1.33856], [1.87150, -1.87819, -1.39813], [2.74617, -2.46691, -2.33811], [3.35704, -1.67793, -3.25682], [3.11673, -0.28614, -3.26469], [3.72185, 0.57003, -4.22147], [3.50439, 1.91213, -4.18220], [2.67362, 2.45316, -3.17309], [2.06814, 1.65339, -2.24888], [2.26380, 0.25795, -2.28827], [1.64600, -0.56978, -1.36449], [-1.01719, -4.41758, 2.26515], [0.58293, -5.72719, 0.91895], [1.93206, -4.62078, -0.81329], [-1.21281, -1.97624, 1.95331], [2.91451, -3.53223, -2.31456], [4.04084, -2.10248, -3.98203], [4.36004, 0.12940, -4.97713], [3.96537, 2.56429, -4.91110], [2.51644, 3.52347, -3.13126], [1.42600, 2.07727, -1.49572], [1.86997, -0.14268, 1.82240], [3.19519, 0.92808, 1.10359], [4.01792, 1.61521, 0.67676]], "spin_multiplicity": 1, "charge": 1}

***

Entry 2:
{"formula": "C4H10N2O2", "method": "the ωB97M-V functional and the def2-TZVPD basis", "species": ["C", "C", "C", "C", "O", "N", "N", "O", "H", "H", "H", "H", "H", "H", "H", "H", "H", "H"], "positions_angstrom": [[1.55958, 0.36089, 1.51736], [0.78533, 0.19072, 0.41866], [1.41961, 0.25071, -0.95094], [-0.72826, 0.38602, 0.53056], [-1.12711, 1.47925, -0.29629], [-1.47171, -0.86262, 0.24242], [-2.38512, -0.70616, -0.77813], [-0.22075, -1.82828, -0.18946], [2.63720, 0.46182, 1.43971], [1.13259, 0.46584, 2.50980], [2.17061, 1.04465, -1.01454], [0.71603, 0.41401, -1.77060], [1.91751, -0.69608, -1.17255], [-0.99833, 0.63834, 1.56232], [-0.61526, 2.23660, 0.02973], [-2.51437, -1.56420, -1.30821], [-2.14732, 0.07813, -1.39626], [-0.13023, -2.34963, 0.62642]], "e_above_lowest_ev": 5.474, "spin_multiplicity": 1}

***

Number 1: Kohn-Sham gap 7.328 eV, LUMO -3.6 eV. Number 2: Kohn-Sham gap 9.472 eV, LUMO 0.7 eV.